Computed, not measured: C9H19CuIN3O3P as an isolated structure, with wB97M-V/def2-TZVPD.

Results
Total charge: +1
Energy: -82268.27052 eV
Lowest unoccupied orbital energy: -5.484 eV
Energy relative to the best compared isomer or geometry (same formula, charge and spin): 167.5 kcal/mol

Each line ends with the natural charge from an NBO analysis.
Positions of all 37 atoms, in Å:
C -3.00 -1.14 3.26  -0.4532
N -1.73 -1.85 2.81  -0.6982
C -1.87 -2.25 1.35  -0.5304
P -0.89 -0.92 0.32  1.5674
N 0.25 -1.55 -0.89  -1.1235
I 0.95 -1.08 2.00  -0.2928
C -1.22 0.92 0.73  -0.7416
C -0.04 1.96 0.26  -0.4365
C -0.06 2.31 -1.37  -0.4562
C 1.16 1.59 -2.20  -0.0928
O 2.37 2.47 -2.35  -0.5517
C 3.47 1.46 -2.57  0.7714
C 4.31 0.75 -1.32  -0.7280
O 3.80 1.10 -3.84  -0.5307
N -2.22 -0.96 -0.88  -0.9093
C -1.73 -0.81 -2.16  0.8832
O -1.45 -0.32 -3.40  -0.4972
H -3.97 -1.79 3.06  0.2041
H -3.18 -0.11 2.70  0.2168
H -3.00 -0.89 4.42  0.2377
H -1.65 -2.71 3.40  0.3484
H -2.98 -2.22 0.96  0.2745
H -1.36 -3.30 1.13  0.2443
H 1.23 -1.31 -0.55  0.3973
H 0.23 -2.61 -0.88  0.4168
H -1.37 1.02 1.91  0.2713
H -2.26 1.21 0.25  0.2889
H 1.04 1.67 0.65  0.2266
H -0.28 3.00 0.81  0.2513
H 0.12 3.49 -1.44  0.2567
H -1.14 2.12 -1.84  0.2396
H 0.70 1.30 -3.26  0.2318
H 1.54 0.61 -1.69  0.1628
H 5.32 0.27 -1.67  0.2749
H 3.66 -0.08 -0.76  0.2169
H 4.53 1.61 -0.55  0.2456
Cu 0.71 -2.97 3.61  0.8141

---

Computed, not measured: the molecule C11H10F2N2O2S2, with wB97M-V/def2-TZVPD.

Results
Energy: -45749.33392 eV
Lowest unoccupied orbital energy: 0.330 eV

Each line ends with the natural charge from an NBO analysis.
Positions of all 29 atoms, in Å:
C 3.75 2.53 -1.05  -0.6600
C 2.56 2.00 -0.36  0.1105
N 2.55 0.99 0.43  -0.4379
C 1.31 0.70 0.90  0.1006
C 1.10 -0.52 1.74  -0.2476
N 1.20 -1.69 0.89  -0.8462
S 0.50 -1.73 -0.60  2.3352
O 0.49 -3.10 -0.99  -0.9270
O 1.10 -0.77 -1.47  -0.9254
C -1.22 -1.21 -0.38  -0.3836
C -1.76 -0.31 -1.27  -0.2341
C -3.09 0.05 -1.13  0.3779
F -3.63 0.94 -1.98  -0.3132
C -3.89 -0.47 -0.12  -0.2445
C -3.34 -1.38 0.77  -0.2598
C -2.01 -1.74 0.62  0.3938
F -1.47 -2.61 1.50  -0.3217
C 0.33 1.55 0.48  -0.4341
S 0.98 2.74 -0.58  0.3829
H 3.73 2.23 -2.09  0.2370
H 3.78 3.62 -1.01  0.2253
H 4.65 2.12 -0.58  0.2430
H 0.13 -0.45 2.25  0.1929
H 1.90 -0.58 2.48  0.2313
H 1.06 -2.57 1.37  0.4181
H -1.14 0.11 -2.05  0.2674
H -4.92 -0.17 -0.04  0.2388
H -3.93 -1.81 1.56  0.2404
H -0.71 1.54 0.72  0.2401

---

Computed, not measured: a 7-piece molecular cluster, C32H56Br2N7O2 overall, with wB97M-V/def2-TZVPD.

Results
Total charge: -1
Energy: -188702.89432 eV
Lowest unoccupied orbital energy: 1.865 eV

Each line ends with the Löwdin charge.
Positions of all 99 atoms, in Å:
C 1.11 0.62 -2.23  -0.1261
C 1.36 1.90 -3.14  -0.2628
C 0.01 2.44 -3.72  -0.5723
Br 0.26 2.72 -5.68  0.6042
C -0.56 3.71 -2.95  -0.4506
N -0.30 4.93 -3.70  0.0125
C -2.12 3.52 -2.85  -0.1898
C -2.92 4.82 -2.50  -0.6837
C -4.41 4.56 -2.95  -0.1842
Br -3.01 5.18 -0.55  0.7130
C 0.01 3.87 -1.48  -0.7040
O -0.13 3.02 -0.58  -0.0616
O 0.66 4.95 -1.25  -0.1048
H 1.68 -0.23 -2.66  0.0197
H 0.05 0.30 -2.23  0.0553
H 1.48 0.75 -1.19  0.0503
H 1.95 1.51 -4.02  0.0576
H 2.00 2.67 -2.66  0.1132
H -0.77 1.63 -3.64  0.0828
H 0.67 5.03 -3.97  0.0656
H -0.95 5.06 -4.48  0.0481
H -2.37 2.73 -2.11  0.1250
H -2.46 3.19 -3.87  0.1155
H -2.60 5.73 -3.04  0.0853
H -4.74 3.59 -2.47  0.0734
H -5.11 5.36 -2.62  0.0556
H -4.47 4.37 -4.06  0.0733
C 1.25 1.45 3.20  -0.1507
C 0.26 0.49 2.55  -0.2628
C 0.82 -0.92 2.35  -0.1805
C 2.01 -0.88 1.46  -0.2310
N 2.92 -0.85 0.78  0.1419
H 2.12 1.60 2.56  0.0457
H 0.79 2.43 3.34  0.0665
H 1.58 1.09 4.17  0.0625
H -0.06 0.91 1.59  0.1032
H -0.64 0.43 3.18  0.0958
H 0.06 -1.56 1.90  0.1126
H 1.11 -1.36 3.31  0.1118
C 5.16 3.48 0.91  -0.1050
C 4.72 4.84 1.45  -0.2584
C 4.80 4.92 2.98  -0.1838
C 3.91 3.91 3.59  -0.1896
N 3.21 3.13 4.06  0.1662
H 4.51 2.68 1.27  0.0671
H 5.12 3.47 -0.18  0.0748
H 6.19 3.25 1.22  0.0713
H 3.70 5.03 1.12  0.1204
H 5.35 5.61 1.02  0.1042
H 4.48 5.92 3.32  0.1117
H 5.82 4.76 3.33  0.1117
C -2.98 2.87 2.24  -0.1205
C -3.79 2.12 3.28  -0.2699
C -4.52 0.90 2.71  -0.1852
C -5.47 1.32 1.66  -0.2325
N -6.21 1.65 0.84  0.1379
H -3.62 3.28 1.45  0.0089
H -2.45 3.71 2.69  0.0796
H -2.23 2.22 1.77  0.0714
H -4.51 2.80 3.73  0.1067
H -3.12 1.79 4.08  0.0985
H -5.07 0.39 3.50  0.0968
H -3.81 0.19 2.28  0.1176
C 3.92 -3.34 -3.43  -0.1250
C 2.97 -4.12 -4.33  -0.2900
C 1.99 -3.22 -5.10  -0.1786
C 1.15 -2.47 -4.14  -0.1954
N 0.50 -1.88 -3.40  0.1717
H 3.37 -2.80 -2.65  0.0741
H 4.61 -4.01 -2.93  0.0477
H 4.50 -2.62 -4.01  0.0760
H 2.42 -4.84 -3.73  0.0639
H 3.56 -4.70 -5.06  0.1025
H 1.35 -3.83 -5.74  0.1093
H 2.54 -2.52 -5.73  0.1158
C -4.92 -0.95 7.19  -0.1111
C -5.99 -1.81 6.54  -0.2690
C -5.49 -3.22 6.21  -0.1871
C -4.35 -3.16 5.26  -0.2362
N -3.48 -3.11 4.53  0.1467
H -4.06 -0.79 6.53  0.0689
H -5.32 0.04 7.44  0.0727
H -4.55 -1.40 8.12  0.0758
H -6.33 -1.32 5.63  0.1060
H -6.85 -1.88 7.21  0.1061
H -6.30 -3.81 5.76  0.1135
H -5.17 -3.74 7.12  0.1159
C 1.59 -8.72 -3.39  -0.1101
C 3.11 -8.74 -3.57  -0.2683
C 3.87 -8.25 -2.34  -0.1777
C 3.48 -6.84 -2.04  -0.1932
N 3.19 -5.76 -1.80  0.1850
H 1.22 -7.71 -3.22  0.0711
H 1.10 -9.11 -4.28  0.0716
H 1.30 -9.34 -2.54  0.0769
H 3.37 -8.12 -4.44  0.1086
H 3.43 -9.76 -3.80  0.1054
H 4.94 -8.29 -2.52  0.1142
H 3.64 -8.87 -1.47  0.1176

---

Computed, not measured: an isolated ion of composition C31H32N3S and charge +1, with wB97M-V/def2-TZVPD.

Results
Total charge: +1
Energy: -47963.88159 eV
Lowest unoccupied orbital energy: -4.308 eV
Energy relative to the best compared isomer or geometry (same formula, charge and spin): 0.0 kcal/mol

Each line ends with the natural charge from an NBO analysis.
Positions of all 67 atoms, in Å:
C 1.09 -1.16 -1.34  -0.6221
C 0.35 -0.05 -0.59  -0.3022
C 0.18 -0.42 0.80  0.3531
N -0.81 -1.18 1.37  -0.3009
C -0.78 -1.35 2.82  0.2451
C -0.67 -0.03 3.57  -0.6199
C 0.33 -2.26 3.32  -0.6202
N -2.08 -1.98 3.18  -0.4601
C -2.70 -2.35 2.10  0.1214
S -4.21 -3.21 2.07  0.3316
C -4.09 -3.64 3.92  -0.5729
C -5.36 -4.29 4.32  0.2337
N -6.37 -4.82 4.60  -0.2506
C -1.91 -2.01 0.77  0.0803
C -1.43 -3.34 0.21  -0.6300
C -2.77 -1.18 -0.19  -0.6275
C 0.98 1.26 -1.24  -0.1246
C 0.24 2.44 -0.67  -0.0621
C -1.16 2.57 -0.87  -0.2405
C -1.86 3.67 -0.33  -0.2028
C -1.18 4.58 0.49  -0.2038
C 0.21 4.51 0.62  -0.2133
C 0.90 3.47 0.02  -0.1550
C 2.51 1.31 -1.02  -0.0214
C 3.27 1.41 0.14  -0.2335
C 4.61 0.99 0.10  -0.2069
C 5.22 0.57 -1.09  -0.1919
C 4.51 0.62 -2.30  -0.2073
C 3.14 0.93 -2.22  0.0230
C 2.17 0.95 -3.31  -0.0857
C 2.42 0.85 -4.68  -0.1952
C 1.31 1.09 -5.53  -0.1891
C 0.12 1.60 -5.03  -0.1987
C -0.05 1.86 -3.65  -0.2268
C 0.92 1.35 -2.77  0.0625
H 1.04 -1.00 -2.43  0.2637
H 2.16 -1.06 -1.00  0.2373
H 0.83 -2.22 -1.10  0.2167
H -0.64 0.29 -1.06  0.2671
H 0.98 -0.15 1.51  0.2305
H -0.80 -0.19 4.66  0.2560
H 0.31 0.42 3.40  0.2109
H -1.45 0.69 3.23  0.2334
H 0.21 -2.45 4.41  0.2556
H 0.31 -3.22 2.80  0.2200
H 1.30 -1.78 3.15  0.2160
H -3.24 -4.34 4.04  0.2684
H -3.91 -2.72 4.49  0.2873
H -2.32 -3.98 0.05  0.2539
H -0.89 -3.24 -0.76  0.2347
H -0.77 -3.85 0.95  0.2293
H -3.66 -1.78 -0.41  0.2429
H -3.09 -0.25 0.29  0.2371
H -2.25 -0.98 -1.13  0.2313
H -1.71 1.79 -1.42  0.2052
H -2.93 3.80 -0.58  0.2289
H -1.74 5.39 0.96  0.2280
H 0.78 5.29 1.16  0.2307
H 2.00 3.44 0.09  0.2203
H 2.80 1.70 1.08  0.2130
H 5.19 1.03 1.02  0.2253
H 6.24 0.26 -1.09  0.2282
H 4.97 0.46 -3.28  0.2269
H 3.44 0.68 -5.04  0.2282
H 1.43 0.94 -6.60  0.2275
H -0.70 1.89 -5.70  0.2291
H -0.92 2.40 -3.27  0.2311

---

Question: Which of these has the highest lowest unoccupied orbital energy?
Answer: C32H56Br2N7O2

---

Question: What is the lowest unoccupied orbital energy in the fourth record?
Answer: -4.308 eV